No. 1
Below is C26H33BrCuN2O4S3 as an isolated structure, with properties calculated with ωB97M-V with the def2-TZVPD basis set.

The geometry in XYZ format:
```
70
Properties=species:S:1:pos:R:3:mulliken_spin:R:1
Cu 0.275 -0.224 -0.043 0.662
C -0.269 -3.068 -3.418 0.001
C -0.517 -1.763 -4.178 0.001
S -0.175 -0.245 -3.245 0.021
C -1.711 0.665 -3.515 -0.002
C -2.988 0.031 -2.963 0.000
S -2.809 -0.453 -1.235 0.000
C -3.490 -2.133 -1.248 0.001
C -2.786 -3.146 -2.149 0.000
S -1.018 -3.216 -1.784 -0.001
H 0.797 -3.199 -3.225 -0.002
H -0.601 -3.905 -4.034 0.001
H -1.551 -1.712 -4.517 0.000
H 0.117 -1.751 -5.064 0.001
H -1.833 0.856 -4.583 0.001
H -1.531 1.623 -3.025 0.001
H -3.296 -0.842 -3.537 0.000
H -3.790 0.767 -3.029 0.000
H -4.550 -2.076 -1.500 0.000
H -3.415 -2.456 -0.208 0.000
H -2.942 -2.913 -3.202 0.000
H -3.212 -4.133 -1.964 0.000
Br -3.688 6.665 3.036 0.000
C -2.578 5.371 2.217 0.000
C -3.157 4.366 1.458 0.000
C -2.340 3.399 0.890 0.003
C -0.962 3.448 1.074 -0.004
C -0.401 4.474 1.824 0.000
C -1.207 5.442 2.403 0.000
C -0.072 2.355 0.563 0.003
O 1.141 2.399 0.704 0.018
O -0.692 1.358 -0.008 0.026
H -4.230 4.338 1.322 0.000
H -2.767 2.588 0.313 -0.002
H 0.673 4.496 1.951 0.000
H -0.779 6.241 2.993 0.000
C 1.530 -0.179 2.596 -0.017
C 1.571 -0.507 4.114 0.004
N 0.393 -1.287 4.504 0.000
C -0.811 -0.507 4.223 0.005
C -0.897 -0.162 2.712 -0.020
N 0.277 -0.737 2.017 0.231
C 0.278 -2.211 2.200 -0.018
C 0.362 -2.523 3.718 0.007
H 2.366 -0.641 2.070 0.005
H 1.553 0.891 2.404 0.005
H 1.589 0.407 4.707 -0.001
H 2.461 -1.087 4.357 0.000
H -0.779 0.404 4.820 0.000
H -1.680 -1.085 4.541 0.000
H -0.905 0.916 2.553 -0.001
H -1.797 -0.573 2.251 0.004
H 1.117 -2.624 1.649 -0.006
H -0.639 -2.604 1.755 0.006
H 1.267 -3.089 3.938 0.000
H -0.492 -3.118 4.045 0.000
O 3.256 -2.573 0.228 0.020
C 2.671 -1.725 -0.415 0.006
O 1.357 -1.642 -0.431 0.029
C 3.466 -0.760 -1.263 -0.005
C 2.973 0.465 -1.695 0.013
C 3.765 1.324 -2.444 0.002
C 5.057 0.952 -2.784 0.000
C 5.556 -0.276 -2.366 0.000
C 4.767 -1.123 -1.603 -0.001
H 1.967 0.777 -1.454 0.004
H 3.371 2.280 -2.763 0.000
H 5.676 1.618 -3.371 0.000
H 6.564 -0.570 -2.630 0.000
H 5.141 -2.078 -1.258 0.000
```

- multiplicity = 2
- energy (Ha) = -6830.10913
- F_max (eV/A) = 0.8
- <S²> = 0.754
- LUMO (spin up / spin down) (eV) = 0.29 / -1.27
- HOMO-LUMO gap (spin up / spin down) (eV) = 8.7 / 7.2

=====

No. 2
Below is C14H32AsMoN5O2SSi2 as an isolated structure, with properties calculated with ωB97M-V with the def2-TZVPD basis set.

The geometry in XYZ format:
```
58
Properties=species:S:1:pos:R:3:mulliken_spin:R:1
Mo 1.438 0.601 -0.570 0.813
N 1.911 -1.476 2.051 0.000
N 3.086 -2.103 1.642 0.001
C 3.861 -1.549 0.709 0.000
N 4.989 -2.152 0.359 0.003
N 3.384 -0.412 0.159 0.027
N 4.113 0.266 -0.741 0.000
O 3.382 1.131 -1.314 -0.011
O 5.272 0.108 -1.007 0.012
H 1.858 -1.473 3.061 0.000
H 1.107 -1.922 1.619 0.001
H 3.288 -3.048 1.939 0.000
H 5.305 -2.972 0.850 0.000
H 5.616 -1.698 -0.286 0.000
C -0.016 -4.598 0.260 0.000
C -0.467 -3.704 -0.902 -0.001
C -0.033 -4.323 -2.239 0.001
C -1.994 -3.544 -0.874 -0.001
C 0.145 -2.371 -0.783 -0.065
C 0.606 -1.244 -0.714 -0.032
H -0.470 -5.586 0.173 0.000
H -0.317 -4.173 1.220 0.000
H 1.069 -4.723 0.253 0.000
H -0.490 -5.308 -2.348 0.000
H 1.050 -4.439 -2.284 0.000
H -0.348 -3.699 -3.075 0.000
H -2.466 -4.524 -0.956 0.000
H -2.333 -2.924 -1.704 0.000
H -2.323 -3.082 0.059 0.000
S -0.058 1.478 -3.513 0.173
C 0.538 1.122 -2.125 -0.136
C -0.867 5.381 1.045 0.002
Si -0.581 4.194 -0.364 0.034
C 0.867 4.714 -1.412 0.006
C -2.133 3.959 -1.370 0.015
As 0.099 2.164 0.699 0.150
Si -1.901 0.957 1.227 -0.005
C -1.459 -0.500 2.310 0.008
C -2.736 0.394 -0.337 0.003
C -2.938 2.182 2.179 0.002
H -1.154 6.358 0.649 0.000
H 0.037 5.513 1.641 0.000
H -1.665 5.043 1.708 -0.001
H 0.661 5.685 -1.869 0.001
H 1.060 4.000 -2.213 -0.002
H 1.773 4.815 -0.811 0.000
H -2.369 4.905 -1.867 0.004
H -2.989 3.692 -0.749 -0.001
H -2.011 3.199 -2.141 0.000
H -0.989 -1.281 1.709 -0.005
H -2.368 -0.918 2.750 0.000
H -0.793 -0.211 3.124 0.001
H -2.093 -0.296 -0.886 0.001
H -2.980 1.230 -0.993 0.000
H -3.667 -0.122 -0.087 0.001
H -2.426 2.536 3.075 0.001
H -3.867 1.697 2.493 0.000
H -3.208 3.049 1.574 0.000
```

- total charge = +1
- ΔE to the lowest compared entry with this formula, charge and spin (kJ/mol) = 0.00
- multiplicity = 2
- energy (Ha) = -4257.69423
- F_max (eV/A) = 0.3
- <S²> = 0.769
- LUMO (spin up / spin down) (eV) = -4.07 / -4.33
- HOMO-LUMO gap (spin up / spin down) (eV) = 6.1 / 6.1

=====

No. 3
Below is a 2-piece molecular cluster, C7H15FINO4P overall, with properties calculated with ωB97M-V with the def2-TZVPD basis set.

The geometry in XYZ format:
```
30
Properties=species:S:1:pos:R:3:nbo_charge:R:1
O -0.600 2.418 2.990 -1.039
P -0.576 2.169 1.482 2.254
O -1.573 0.859 1.079 -0.926
O -1.168 3.585 0.773 -0.941
C 1.172 1.867 0.836 -0.619
C 1.497 0.460 0.097 -0.486
C 3.097 0.681 0.086 0.275
I 4.514 -0.079 -1.341 0.404
N 3.519 1.420 1.108 -0.536
C 2.319 1.736 1.921 0.368
F 2.405 2.643 2.960 -0.281
H -1.141 0.086 1.501 0.495
H -0.673 4.327 1.169 0.521
H 1.432 2.722 0.137 0.270
H 1.123 -0.471 0.605 0.284
H 1.197 0.671 -0.965 0.300
H 4.501 1.691 1.259 0.477
H 2.071 0.730 2.397 0.173
C -2.911 -1.513 -1.884 -0.632
C -1.536 -2.162 -1.892 0.093
C -1.555 -3.509 -1.188 -0.631
O -0.597 -1.297 -1.243 -0.740
H -3.250 -1.332 -0.859 0.201
H -2.880 -0.542 -2.384 0.220
H -3.647 -2.142 -2.388 0.225
H -1.197 -2.292 -2.922 0.186
H -1.848 -3.396 -0.139 0.196
H -0.559 -3.959 -1.192 0.215
H -2.251 -4.197 -1.671 0.228
H -0.887 -1.176 -0.333 0.443
```

- total charge = +1
- ΔE to the lowest compared entry with this formula, charge and spin (kJ/mol) = 174.53
- energy (Ha) = -1370.09387
- F_max (eV/A) = 4.9
- LUMO (eV) = -5.41
- HOMO-LUMO gap (eV) = 7.8

=====

No. 4
Below is C26H23O5PdSi as an isolated structure, with properties calculated with ωB97M-V with the def2-TZVPD basis set.

The geometry in XYZ format:
```
56
Properties=species:S:1:pos:R:3:nbo_charge:R:1
Pd -0.766 -1.513 0.538 0.757
O 2.019 -4.007 2.374 -0.686
C 1.359 -3.043 1.992 0.786
O 0.864 -2.896 0.818 -0.845
C 1.141 -1.912 3.047 -0.360
C 1.252 -0.463 2.522 0.077
C 1.820 0.416 3.645 -0.426
C 0.634 0.393 4.644 -0.433
C -0.453 -0.339 3.823 0.087
O -0.107 0.016 2.480 -0.558
C -0.205 -1.854 3.837 -0.346
C -1.470 -2.604 3.305 0.783
O -1.930 -3.466 4.050 -0.687
O -1.987 -2.235 2.191 -0.845
H 1.948 -2.098 3.754 0.225
H 1.718 -0.347 1.545 0.218
H 1.989 1.423 3.258 0.203
H 2.754 0.041 4.061 0.208
H 0.309 1.402 4.898 0.203
H 0.869 -0.138 5.566 0.209
H -1.476 -0.038 4.036 0.211
H -0.076 -2.238 4.847 0.230
C -4.161 1.432 -3.955 -0.205
C -4.355 1.446 -2.580 -0.221
C -3.331 1.048 -1.734 -0.220
C -2.097 0.634 -2.239 -0.381
C -1.922 0.619 -3.623 -0.234
C -2.942 1.019 -4.474 -0.225
Si -0.691 0.142 -1.052 1.308
C 0.534 -0.941 -2.029 -0.511
C 1.919 -0.774 -1.985 -0.195
C 2.764 -1.693 -2.587 -0.201
C 2.240 -2.806 -3.230 -0.198
C 0.867 -2.997 -3.273 -0.237
C 0.025 -2.076 -2.672 -0.126
C 0.178 1.810 -0.698 -0.485
C 0.818 2.501 -1.728 -0.145
C 1.440 3.717 -1.493 -0.244
C 1.430 4.273 -0.221 -0.219
C 0.790 3.605 0.813 -0.212
C 0.170 2.385 0.574 -0.205
H -4.961 1.735 -4.620 0.203
H -5.308 1.763 -2.174 0.208
H -3.489 1.055 -0.660 0.216
H -0.976 0.288 -4.036 0.216
H -2.790 1.006 -5.547 0.205
H 2.341 0.079 -1.466 0.214
H 3.838 -1.553 -2.540 0.206
H 2.902 -3.536 -3.678 0.206
H 0.456 -3.873 -3.759 0.208
H -1.050 -2.230 -2.695 0.204
H 0.827 2.078 -2.727 0.201
H 1.940 4.235 -2.304 0.204
H 1.915 5.223 -0.037 0.203
H 0.779 4.033 1.808 0.204
H -0.308 1.855 1.388 0.247
```

- total charge = -1
- energy (Ha) = -1798.21252
- F_max (eV/A) = 1.0
- LUMO (spin up / spin down) (eV) = 1.54 / 1.34
- HOMO-LUMO gap (spin up / spin down) (eV) = 6.5 / 6.4

=====

No. 5
Below is a 3-piece molecular cluster, C3H7O2 overall, with properties calculated with ωB97M-V with the def2-TZVPD basis set.

The geometry in XYZ format:
```
12
Properties=species:S:1:pos:R:3:nbo_charge:R:1
C -2.387 0.511 0.072 0.267
O -3.606 0.940 0.140 -0.600
H -1.704 1.299 -0.221 0.136
H -2.034 -0.532 0.154 0.178
H 0.603 -3.141 -1.210 -0.022
C 1.726 1.292 0.627 -0.794
C 1.256 0.133 -0.009 0.246
O 0.221 -0.574 0.118 -0.827
H 2.633 1.786 0.134 0.171
H 1.043 1.879 1.372 0.165
H 2.010 -0.396 -0.628 0.059
H 0.240 -3.196 -0.548 0.021
```

- total charge = -1
- ΔE to the lowest compared entry with this formula, charge and spin (kJ/mol) = 363.23
- energy (Ha) = -268.90166
- F_max (eV/A) = 5.4
- LUMO (eV) = 4.08
- HOMO-LUMO gap (eV) = 6.7

=====

No. 6
Below is a 2-piece molecular cluster, C6H9I2NS overall, with properties calculated with ωB97M-V with the def2-TZVPD basis set.

The geometry in XYZ format:
```
19
Properties=species:S:1:pos:R:3:nbo_charge:R:1
C 0.038 -1.839 0.303 -0.261
C -0.475 0.197 1.385 0.256
C 0.694 1.327 -1.741 -0.685
C -0.355 2.975 -0.279 -0.427
C 0.290 -2.768 1.481 -0.482
C -0.388 1.841 -0.920 -0.079
N 0.203 -0.566 0.785 -0.471
S -1.085 1.404 2.142 0.034
I 0.388 -4.758 0.690 0.074
I -2.324 1.085 -1.440 0.073
H -0.892 -2.112 -0.206 0.221
H 0.928 0.211 -1.695 0.223
H 0.478 1.549 -2.782 0.230
H 1.614 1.827 -1.426 0.221
H 0.853 -1.985 -0.439 0.206
H 0.635 3.379 -0.283 0.207
H -1.171 3.371 0.237 0.224
H -0.523 -2.728 2.101 0.207
H 1.093 -2.410 2.087 0.227
```

- energy (Ha) = -1282.27504
- F_max (eV/A) = 3.4
- SMILES = S=C=NCCI.C=C(C)I
- LUMO (eV) = 0.27
- HOMO-LUMO gap (eV) = 9.1

=====

No. 7
Below is one molecule with the formula C4H5N3O2, with properties calculated with ωB97M-V with the def2-TZVPD basis set.

The geometry in XYZ format:
```
14
Properties=species:S:1:pos:R:3:nbo_charge:R:1
C 0.504 -2.093 0.961 -0.089
C 0.763 -2.227 -0.380 0.003
C 0.351 -0.227 0.062 0.596
C -1.151 1.778 0.883 0.576
N 0.245 -0.826 1.238 -0.528
N 0.221 1.638 -1.431 -0.636
N 0.209 1.116 -0.119 -0.360
O -1.766 2.619 0.393 -0.480
O 0.662 -1.047 -0.947 -0.394
H 0.479 -2.774 1.716 0.202
H 0.981 -3.052 -0.924 0.195
H -1.221 1.264 1.882 0.188
H -0.469 1.174 -1.909 0.346
H 0.192 2.658 -1.425 0.381
```

- ΔE to the lowest compared entry with this formula, charge and spin (kJ/mol) = 453.51
- energy (Ha) = -470.06698
- F_max (eV/A) = 4.3
- SMILES = NN(C=O)c1ncco1
- LUMO (eV) = 0.78
- HOMO-LUMO gap (eV) = 8.5

=====

No. 8
Below is one molecule with the formula C5H12N2, with properties calculated with ωB97M-V with the def2-TZVPD basis set.

The geometry in XYZ format:
```
19
Properties=species:S:1:pos:R:3:nbo_charge:R:1
C -0.850 1.354 -1.264 -0.629
C 1.358 1.095 0.905 -0.630
C -0.320 0.022 -0.775 -0.062
C 1.077 0.014 -0.136 -0.054
H -0.393 -0.723 -1.576 0.179
H 1.856 0.012 -0.902 0.186
H -0.194 1.786 -2.029 0.217
H -1.842 1.215 -1.708 0.219
H 1.234 2.101 0.497 0.214
H 2.372 0.997 1.305 0.216
H 0.687 1.017 1.766 0.223
H -0.957 2.079 -0.452 0.222
N 1.046 -1.315 0.587 -0.887
C -1.772 -1.604 0.523 -0.099
N -1.116 -0.486 0.525 -0.392
H 0.739 -2.103 0.022 0.374
H 1.177 -1.295 1.599 0.394
H -2.641 -1.691 1.184 0.177
H -1.460 -2.475 -0.073 0.130
```

- ΔE to the lowest compared entry with this formula, charge and spin (kJ/mol) = 254.16
- energy (Ha) = -307.13254
- F_max (eV/A) = 3.9
- SMILES = C=N[C@@H](C)[C@@H](C)N
- LUMO (eV) = 1.16
- HOMO-LUMO gap (eV) = 9.3